Computed, not measured: an isolated ion of composition C5H10NO and charge +1, with ωB97M-V with the def2-TZVPD basis set.

```
17
Properties=species:S:1:pos:R:3:forces:R:3:lowdin_charge:R:1
O -0.491 -0.167 -2.072 -0.117 -0.395 -0.342 0.044
C -0.496 -1.238 -1.499 -0.686 -0.410 0.069 -0.175
C 0.543 -1.554 -0.468 1.072 0.402 -0.052 -0.118
C 0.307 -0.709 0.813 -0.259 -0.171 -0.379 -0.114
C -0.220 0.688 0.616 0.471 -0.105 0.622 -0.312
C -1.060 1.307 1.419 0.065 -0.162 -0.326 0.138
N 0.510 1.451 -0.407 0.644 0.823 0.819 0.230
H -1.330 -1.940 -1.685 0.264 0.035 -0.084 0.151
H 1.498 -1.311 -0.956 -0.061 0.238 0.194 0.131
H 0.680 -2.591 -0.176 -0.562 -0.167 -0.167 0.126
H -0.367 -1.280 1.443 -0.246 0.234 0.191 0.130
H 1.226 -0.603 1.395 0.149 -0.210 -0.163 0.137
H -1.189 2.371 1.485 -0.229 0.277 -0.366 0.090
H -1.644 0.701 2.072 -0.198 -0.214 0.655 0.087
H 0.370 0.958 -1.307 -0.233 -0.239 -0.592 0.099
H 1.511 1.516 -0.211 0.027 -0.072 0.055 0.184
H 0.153 2.401 -0.462 -0.099 0.137 -0.133 0.173
```
Forces are in eV/Å.

Results
Total charge: +1
Total energy (eV): -8877.1726
Orbital gap (eV): 11.3009
SMILES: C=C([NH3+])CCC=O

***

Computed, not measured: a 2-piece molecular cluster, C3H10NO overall, with ωB97M-V with the def2-TZVPD basis set.

```
15
Properties=species:S:1:pos:R:3:forces:R:3:lowdin_charge:R:1
C -0.984 2.283 1.137 5.431 1.068 4.453 -0.144
C -1.013 1.040 0.470 -2.468 -1.332 -3.712 -0.224
C -0.224 -0.028 0.385 -1.104 1.488 2.101 -0.308
N -0.286 -0.980 -0.661 1.942 -2.021 1.265 0.048
H 0.036 2.837 1.344 -1.261 -1.092 -1.292 0.125
H -1.629 3.011 0.899 -2.496 2.251 -1.531 0.026
H -1.122 2.151 2.198 -0.776 -0.433 0.875 0.076
H -1.962 1.055 -0.134 0.883 -0.678 0.250 0.108
H 0.602 -0.043 0.997 2.062 -0.348 0.933 0.065
H 0.331 -1.915 -0.410 -1.512 1.742 -0.427 0.129
H -1.252 -1.180 -0.795 -0.766 -0.606 -0.920 0.097
H 0.186 -0.476 -1.408 0.008 -0.026 -2.007 0.068
H 2.872 -2.204 -0.824 1.620 0.207 1.220 0.003
H 2.289 -3.192 -1.804 0.289 -1.373 -0.597 0.019
O 2.156 -2.361 -1.394 -1.853 1.152 -0.611 -0.087
```
Forces are in eV/Å.

Results
Multiplicity: 2
Total energy (eV): -6805.4251
Orbital gap (spin up / spin down) (eV): 4.1487 / 10.0088

***

Computed, not measured: an isolated ion of composition C5H11N2 and charge +1, with ωB97M-V with the def2-TZVPD basis set.

```
18
Properties=species:S:1:pos:R:3:forces:R:3:lowdin_charge:R:1
C -0.318 0.815 -1.871 1.125 0.967 0.688 -0.129
C 0.748 0.987 -0.777 0.168 1.547 0.875 -0.196
C 0.694 -0.032 0.310 1.092 0.047 -0.056 -0.141
C -0.090 -0.017 1.375 0.105 -1.357 1.591 -0.144
N 0.054 -1.081 2.306 -0.098 -0.675 -0.259 -0.027
C -0.376 -0.980 3.496 0.343 1.140 -1.444 0.005
N -0.303 -0.616 -2.336 -1.336 0.174 1.422 0.199
H -1.270 1.053 -1.414 -0.402 -0.397 -0.175 0.132
H -0.137 1.531 -2.671 -0.107 -0.447 -0.342 0.135
H 1.779 1.136 -1.100 -0.051 -0.663 -0.726 0.120
H 0.640 1.979 -0.284 -0.687 -0.347 -0.539 0.137
H 1.556 -0.700 0.394 -0.533 -0.343 -0.274 0.123
H -0.862 0.666 1.670 -0.434 0.757 -0.534 0.116
H -0.685 0.000 3.840 -0.474 0.102 0.577 0.080
H -0.403 -1.839 4.126 0.174 -0.431 0.511 0.074
H -0.424 -1.160 -1.463 0.828 -0.004 -0.025 0.160
H 0.570 -0.859 -2.796 -0.160 -0.270 -0.313 0.179
H -1.171 -0.882 -2.804 0.447 0.201 -0.976 0.177
```
Forces are in eV/Å.

Results
Total charge: +1
Total energy (eV): -8335.2445
Orbital gap (eV): 8.9822
SMILES: C=N/C=C/CC[NH3+]

***

Computed, not measured: a 15-piece molecular cluster, C18H51BFN15O32 overall, with ωB97M-V with the def2-TZVPD basis set.

```
118
Properties=species:S:1:pos:R:3:forces:R:3:lowdin_charge:R:1
C -2.913 1.144 1.574 -0.053 0.263 -0.055 -0.039
C -2.605 0.127 2.631 0.195 0.109 -0.328 -0.331
F -1.254 0.318 2.972 0.366 0.014 0.310 -0.044
C -2.713 -1.337 2.214 -0.486 0.167 0.182 -0.124
N -3.705 -1.715 1.210 -0.129 0.379 1.097 0.088
C -4.952 -2.129 1.683 -0.642 -1.671 -1.010 -0.477
O -5.570 -3.030 1.151 0.438 1.361 0.477 0.145
O -5.457 -1.536 2.826 0.124 -0.201 -0.084 0.184
B -6.469 -0.601 2.616 0.543 0.563 -0.080 -0.798
O -6.116 0.671 2.145 -0.185 -0.554 -0.258 0.161
O -7.758 -0.869 2.889 0.039 -0.193 0.342 0.239
H -3.004 2.124 2.026 0.123 0.286 0.118 0.088
H -3.852 0.963 1.078 -0.273 -0.163 -0.129 0.051
H -2.120 1.164 0.834 0.168 -0.044 -0.166 0.076
H -3.145 0.332 3.546 -0.351 -0.052 0.140 0.143
H -1.738 -1.671 1.887 0.222 0.045 -0.234 0.098
H -2.950 -1.898 3.109 0.117 -0.319 0.157 0.129
H -3.757 -1.097 0.410 0.123 -0.315 -0.366 0.092
H -6.149 0.652 1.181 0.066 0.495 -0.119 0.110
H -8.245 -0.055 2.725 -0.359 -0.021 0.068 0.124
C -1.850 -0.504 -3.262 0.009 0.044 -0.049 0.047
N -2.302 -0.765 -1.872 0.079 0.002 -0.291 -0.393
O -1.795 -1.693 -1.270 0.019 0.019 0.080 0.057
O -3.154 -0.031 -1.410 -0.055 -0.132 0.224 0.048
H -1.099 -1.231 -3.523 0.028 -0.042 0.009 0.046
H -2.716 -0.588 -3.912 -0.069 0.102 0.069 0.114
H -1.443 0.501 -3.286 -0.127 0.068 0.000 0.102
C 1.693 -0.604 -1.555 -0.117 -0.058 0.084 0.068
N 1.947 0.022 -2.880 -0.032 -0.094 0.073 -0.427
O 1.116 -0.129 -3.751 0.036 0.046 -0.080 0.061
O 2.981 0.643 -3.004 0.078 0.029 -0.005 0.061
H 0.737 -1.116 -1.584 -0.004 0.015 -0.060 0.077
H 2.500 -1.305 -1.368 0.041 0.030 -0.018 0.073
H 1.686 0.193 -0.816 0.091 -0.005 0.034 0.103
C 5.039 -0.773 1.181 0.205 0.050 -0.078 0.067
N 4.168 -1.796 0.551 0.273 -0.106 0.006 -0.438
O 4.581 -2.367 -0.442 -0.031 -0.022 -0.152 0.043
O 3.084 -2.003 1.051 -0.159 0.029 0.063 0.057
H 5.963 -0.714 0.617 -0.013 -0.095 -0.062 0.093
H 4.504 0.170 1.145 -0.033 0.009 0.156 0.067
H 5.225 -1.083 2.205 -0.149 0.035 0.041 0.109
C 0.551 3.364 2.757 0.057 0.114 0.158 0.065
N 0.229 3.680 1.340 0.004 -0.089 0.426 -0.451
O -0.041 4.826 1.060 -0.043 0.058 -0.201 0.076
O 0.270 2.755 0.550 -0.076 -0.047 -0.205 0.024
H 0.479 4.278 3.333 -0.016 0.050 -0.060 0.098
H -0.165 2.623 3.097 0.052 -0.169 -0.057 0.086
H 1.562 2.963 2.777 -0.039 -0.135 -0.045 0.097
C -0.592 -4.467 -3.623 0.042 0.106 0.164 0.049
N -0.878 -3.992 -5.004 0.097 0.031 0.028 -0.436
O -1.168 -2.820 -5.152 -0.038 -0.056 -0.046 0.053
O -0.798 -4.810 -5.888 -0.041 -0.067 -0.079 0.085
H -0.702 -3.631 -2.940 -0.014 0.041 -0.042 0.067
H -1.306 -5.254 -3.399 0.048 -0.071 -0.060 0.102
H 0.424 -4.849 -3.617 -0.013 -0.057 -0.051 0.104
C 1.084 -2.149 3.884 0.027 0.126 -0.197 0.021
N 1.773 -1.083 4.664 -0.088 -0.121 -0.066 -0.445
O 2.239 -0.143 4.053 0.055 0.117 -0.018 0.051
O 1.823 -1.226 5.867 0.019 0.026 0.056 0.061
H 1.119 -1.885 2.835 0.052 0.049 0.012 0.068
H 1.607 -3.082 4.067 -0.048 -0.022 0.081 0.104
H 0.060 -2.201 4.239 0.019 -0.047 0.095 0.091
C -3.569 3.760 -1.345 0.126 0.071 0.019 0.052
N -4.356 2.744 -2.095 0.251 0.081 0.084 -0.448
O -3.872 2.306 -3.118 -0.121 0.011 -0.163 0.045
O -5.430 2.426 -1.633 -0.062 -0.112 0.013 0.059
H -2.641 3.939 -1.875 -0.002 -0.026 -0.033 0.097
H -4.168 4.664 -1.298 -0.015 -0.002 0.067 0.092
H -3.379 3.363 -0.352 -0.098 -0.008 0.019 0.085
C -1.658 -4.754 0.359 -0.209 0.088 0.075 0.064
N -0.519 -4.593 1.306 -0.203 -0.020 -0.187 -0.424
O -0.640 -3.761 2.183 0.110 -0.043 0.141 0.045
O 0.450 -5.298 1.139 0.057 -0.012 0.022 0.083
H -2.442 -4.056 0.634 0.047 0.046 0.001 0.080
H -1.280 -4.543 -0.636 0.048 -0.059 -0.032 0.077
H -2.000 -5.782 0.436 0.086 -0.042 -0.052 0.105
C -4.226 5.922 -4.703 0.002 -0.010 -0.139 0.051
N -3.512 6.975 -3.927 -0.039 -0.063 -0.077 -0.450
O -3.012 7.888 -4.541 0.034 0.064 -0.006 0.082
O -3.482 6.839 -2.720 -0.018 -0.049 0.064 0.048
H -4.171 6.174 -5.755 0.033 0.051 0.001 0.095
H -3.734 4.975 -4.501 -0.047 -0.016 0.075 0.089
H -5.256 5.905 -4.358 0.018 -0.048 0.078 0.102
C 4.837 -1.850 -4.590 0.142 0.087 -0.011 0.055
N 3.968 -2.875 -5.227 0.088 0.082 0.031 -0.448
O 4.400 -3.476 -6.184 -0.041 -0.054 -0.029 0.077
O 2.869 -3.040 -4.732 -0.086 -0.042 0.067 0.041
H 5.781 -1.808 -5.120 -0.016 -0.089 -0.060 0.097
H 4.315 -0.899 -4.644 -0.063 -0.020 0.097 0.086
H 4.986 -2.151 -3.556 -0.070 0.065 0.042 0.091
C 3.277 4.051 -0.117 -0.362 -0.124 -0.160 0.038
N 4.189 2.910 0.156 -0.108 0.089 0.025 -0.422
O 5.050 2.635 -0.642 0.006 -0.116 -0.050 0.087
O 3.990 2.306 1.201 -0.029 0.047 0.062 0.028
H 3.534 4.508 -1.058 0.131 -0.032 -0.103 0.091
H 2.274 3.636 -0.151 0.011 -0.033 0.059 0.070
H 3.380 4.760 0.697 -0.036 -0.006 0.056 0.090
C 7.248 6.123 0.951 0.143 -0.087 -0.081 0.056
N 5.847 6.080 0.449 0.147 0.031 -0.019 -0.428
O 5.623 5.430 -0.550 0.281 0.262 0.003 0.054
O 5.016 6.700 1.081 -0.051 -0.021 0.029 0.067
H 7.865 5.527 0.290 -0.051 -0.023 -0.043 0.097
H 7.560 7.162 0.951 -0.051 0.025 0.089 0.102
H 7.245 5.718 1.958 -0.040 0.087 0.041 0.103
C -6.798 -2.388 5.855 0.107 -0.139 -0.124 0.042
N -6.945 -2.679 7.307 0.035 -0.009 -0.084 -0.456
O -6.298 -3.594 7.769 0.017 -0.035 0.045 0.069
O -7.709 -1.974 7.931 -0.041 0.043 0.040 0.063
H -6.090 -3.089 5.431 0.016 -0.030 0.045 0.096
H -7.775 -2.497 5.396 -0.026 0.119 0.013 0.103
H -6.437 -1.369 5.763 -0.104 0.048 0.023 0.099
C 7.530 -4.670 -1.141 -0.015 -0.093 0.149 0.045
N 7.865 -3.222 -1.213 -0.093 -0.049 0.098 -0.453
O 8.041 -2.631 -0.169 0.012 0.061 0.010 0.058
O 7.934 -2.731 -2.319 -0.019 0.054 -0.074 0.059
H 7.501 -4.964 -0.099 0.007 0.056 0.028 0.094
H 6.561 -4.802 -1.612 0.027 0.012 -0.083 0.098
H 8.302 -5.210 -1.680 -0.041 0.023 -0.099 0.100
```
Forces are in eV/Å.

Results
Total energy (eV): -110723.6948
Orbital gap (eV): 9.6975

***

Computed, not measured: C33H40Cl2GeN3O6Tl as an isolated structure, with ωB97M-V with the def2-TZVPD basis set.

```
86
Properties=species:S:1:pos:R:3:forces:R:3:lowdin_charge:R:1
Tl -0.437 0.465 0.672 -0.699 -0.457 0.154 1.007
C 2.553 -0.658 3.404 -0.287 -0.311 -0.154 -0.036
C 1.911 -1.994 2.999 0.328 -0.221 0.592 -0.733
C 0.924 -2.416 4.092 0.099 0.063 -0.266 -0.045
C 3.012 -3.060 2.853 -0.364 0.123 0.025 -0.049
O 1.258 -1.821 1.785 -0.230 0.464 -0.870 -0.411
Ge 0.031 -3.007 0.957 -0.123 -0.746 0.129 0.903
O 0.087 -2.012 -0.644 -0.062 0.515 0.622 -0.419
C 0.410 -2.369 -1.946 0.026 -0.346 -0.473 -0.725
C 1.819 -1.863 -2.293 -0.355 -0.119 0.074 -0.032
C 0.377 -3.894 -2.136 0.060 0.360 0.134 -0.078
C -0.625 -1.717 -2.877 0.292 -0.167 0.309 -0.018
O -1.468 -2.093 1.592 1.033 0.679 -0.313 -0.400
C -2.746 -2.512 1.940 -0.741 -0.544 0.515 -0.718
C -2.700 -3.896 2.613 0.112 0.203 -0.342 -0.072
C -3.657 -2.597 0.708 0.320 0.128 0.204 -0.019
C -3.310 -1.501 2.946 0.209 -0.110 -0.421 -0.024
H 3.000 -0.746 4.392 0.111 0.055 0.156 0.079
H 3.323 -0.374 2.692 0.191 0.054 -0.086 0.060
H 1.787 0.111 3.413 0.009 0.059 0.060 0.039
H 1.413 -2.478 5.062 0.049 -0.045 0.156 0.077
H 0.120 -1.689 4.130 -0.168 0.108 0.066 0.078
H 0.497 -3.386 3.839 -0.072 -0.125 0.053 0.062
H 3.584 -3.165 3.771 0.117 -0.048 0.174 0.074
H 2.554 -4.017 2.604 0.021 -0.116 -0.037 0.065
H 3.687 -2.782 2.047 0.134 0.043 -0.141 0.068
H 2.545 -2.329 -1.630 0.115 -0.087 0.075 0.080
H 2.074 -2.101 -3.324 0.088 0.002 -0.170 0.080
H 1.868 -0.787 -2.148 -0.016 0.187 -0.061 0.065
H 1.114 -4.348 -1.476 0.017 -0.170 0.019 0.057
H -0.608 -4.267 -1.864 -0.104 -0.135 0.026 0.074
H 0.598 -4.170 -3.165 0.020 -0.023 -0.166 0.075
H -0.617 -0.641 -2.727 -0.016 0.142 -0.044 0.055
H -0.409 -1.942 -3.918 -0.005 0.008 -0.214 0.080
H -1.616 -2.083 -2.621 -0.135 -0.052 0.007 0.088
H -2.331 -4.631 1.900 0.027 -0.184 0.005 0.054
H -2.018 -3.862 3.459 0.087 -0.034 0.166 0.067
H -3.688 -4.196 2.956 -0.119 -0.031 0.056 0.074
H -3.227 -3.287 -0.016 0.051 -0.125 -0.116 0.075
H -4.647 -2.946 0.991 -0.174 -0.040 -0.003 0.080
H -3.756 -1.620 0.248 -0.044 0.163 -0.085 0.071
H -2.681 -1.487 3.834 0.077 -0.061 0.189 0.077
H -3.298 -0.508 2.504 -0.109 0.059 0.056 0.049
H -4.329 -1.765 3.218 -0.170 -0.005 0.101 0.082
Cl 0.856 5.444 -1.764 0.304 -0.258 0.075 0.747
C 2.038 4.199 -1.530 -0.498 1.274 -0.534 -0.551
C 3.265 4.329 -2.153 -0.064 0.136 -0.123 -0.130
C 4.219 3.346 -2.011 0.397 0.381 -0.281 -0.575
Cl 5.770 3.564 -2.772 -0.326 -0.004 0.121 0.711
C 3.958 2.181 -1.268 -0.500 -0.700 0.631 -0.171
C 4.861 1.107 -1.104 -0.036 0.060 -0.100 -0.017
C 4.461 -0.023 -0.442 0.055 0.188 -0.047 -0.017
C 3.154 -0.081 0.065 0.378 -0.188 -0.227 -0.127
N 2.335 0.934 -0.008 -0.331 0.588 0.168 0.108
C 2.687 2.055 -0.633 0.887 -0.593 -0.139 -0.134
C 1.683 3.119 -0.676 -0.928 -0.454 0.795 -0.404
O 0.611 3.056 -0.038 1.177 0.451 -0.476 -0.029
H 3.466 5.201 -2.760 0.007 -0.002 0.025 0.107
H 5.852 1.186 -1.530 -0.008 -0.031 -0.016 0.089
H 5.122 -0.869 -0.331 0.052 -0.048 0.018 0.112
H 2.736 -0.969 0.511 -0.078 -0.281 0.218 0.090
O -5.102 0.777 0.588 -0.822 -0.247 0.085 -0.007
C -3.931 1.137 0.492 0.332 0.414 -0.953 -0.697
O -3.042 1.227 1.350 0.734 0.106 0.553 -0.127
C -3.507 1.621 -0.933 -0.647 -0.253 0.808 -0.163
C -4.514 2.184 -1.749 0.043 0.203 -0.665 0.010
C -4.152 2.722 -2.950 -0.196 -0.073 0.341 -0.013
C -2.793 2.701 -3.332 0.487 -0.205 0.082 -0.156
C -2.314 3.274 -4.526 0.046 0.041 0.010 -0.046
C -0.979 3.256 -4.818 -0.146 0.083 -0.198 -0.098
C -0.066 2.641 -3.945 0.050 -0.145 0.189 -0.091
C -0.500 2.038 -2.797 0.066 0.192 -0.228 -0.041
C -1.865 2.071 -2.456 -0.581 0.314 -0.585 -0.211
N -2.262 1.539 -1.286 0.441 -0.128 0.372 0.125
H -5.534 2.162 -1.393 0.004 -0.014 0.042 0.111
H -4.877 3.182 -3.610 -0.051 0.020 -0.030 0.108
H -3.027 3.737 -5.195 -0.014 0.070 -0.106 0.105
H -0.617 3.708 -5.729 0.032 0.074 -0.103 0.094
H 0.987 2.660 -4.182 0.167 -0.071 -0.063 0.100
H 0.177 1.566 -2.103 0.079 -0.145 -0.006 0.077
C -0.278 3.893 3.773 -0.054 0.610 -0.067 -0.051
C -0.229 2.474 3.573 0.039 -0.340 0.105 -0.255
N -0.159 1.346 3.401 -0.041 -0.391 0.192 0.142
H -0.135 4.361 2.799 -0.041 0.185 0.062 0.086
H 0.517 4.201 4.454 -0.067 0.033 -0.054 0.085
H -1.247 4.180 4.182 0.051 0.035 -0.049 0.090
```
Forces are in eV/Å.

Results
Multiplicity: 2
Total charge: -1
Total energy (eV): -137883.7441
Orbital gap (spin up / spin down) (eV): 5.5153 / 3.1284

***

> Which value of total energy does entry 2 give?

-6805.4251 eV

***

> Look up the total energy of the first one.

-8877.1726 eV

***

> The lowest total energy belongs to which entry?

C33H40Cl2GeN3O6Tl

***

> Which formula does entry 2 have?

C3H10NO